(1)
Density functional theory data (ωB97M-V/def2-TZVPD) for a 5-piece molecular cluster, C23H33F4N2O12P overall at a distorted geometry.

Each line ends with the Mulliken charge.
Positions of all 75 atoms, in Å:
N -1.770 1.609 -0.059  -0.77
P -2.306 0.117 -0.863  1.20
C -2.028 0.834 -2.524  -0.04
C -3.054 1.357 -3.298  -0.25
C -2.767 1.881 -4.538  -0.43
N -1.570 1.920 -5.128  -0.63
C -0.609 1.402 -4.357  -0.50
C -0.764 0.882 -3.096  -0.02
C -2.862 -1.576 -1.627  0.57
F -3.243 -2.349 -0.561  -0.31
F -3.963 -1.470 -2.419  -0.33
C -1.809 -2.383 -2.416  0.21
F -0.546 -1.993 -2.138  -0.25
F -1.884 -3.704 -2.089  -0.29
H -1.437 2.327 -0.689  0.25
H -1.063 1.400 0.632  0.26
H -3.577 0.223 -0.288  -0.38
H -1.294 -0.600 -0.181  -0.16
H -4.070 1.359 -2.938  0.43
H -3.587 2.310 -5.102  0.39
H 0.389 1.397 -4.783  0.41
H 0.093 0.517 -2.552  0.40
H -2.030 -2.335 -3.481  0.28
C 4.852 2.738 -4.096  -1.49
C 4.054 3.173 -2.893  0.58
C 3.723 2.077 -1.915  -0.19
O 2.539 2.593 -1.284  -0.30
C 1.925 3.397 -2.194  0.68
O 0.829 3.835 -2.070  -0.54
O 2.732 3.616 -3.261  -0.37
H 4.886 3.535 -4.838  0.36
H 5.871 2.486 -3.805  0.39
H 4.397 1.870 -4.575  0.36
H 4.555 4.007 -2.394  0.25
H 4.513 1.905 -1.190  0.06
H 3.465 1.133 -2.402  0.26
C 5.452 1.711 3.929  -1.45
C 5.996 2.371 2.688  0.48
C 5.153 2.206 1.450  -0.57
O 6.130 2.353 0.406  -0.27
C 7.323 1.936 0.920  0.56
O 8.298 1.748 0.274  -0.53
O 7.228 1.760 2.260  -0.36
H 6.200 1.711 4.721  0.37
H 4.566 2.237 4.284  0.38
H 5.188 0.670 3.735  0.36
H 6.203 3.427 2.884  0.29
H 4.372 2.958 1.359  0.36
H 4.709 1.211 1.366  0.33
C -7.827 0.029 3.895  -1.48
C -6.724 -0.181 2.889  0.52
C -5.355 -0.414 3.476  -0.52
O -4.502 0.031 2.411  -0.28
C -5.188 0.975 1.717  0.66
O -4.705 1.674 0.887  -0.54
O -6.487 1.005 2.107  -0.36
H -8.734 0.375 3.400  0.36
H -8.048 -0.901 4.419  0.38
H -7.550 0.788 4.628  0.35
H -6.995 -0.983 2.196  0.28
H -5.159 -1.455 3.720  0.32
H -5.159 0.209 4.352  0.30
C -0.923 -4.533 0.542  -1.20
C 0.212 -4.651 1.526  0.49
C 1.146 -5.812 1.296  -0.51
O 1.675 -6.030 2.612  -0.34
C 0.730 -5.618 3.497  0.62
O 0.766 -5.824 4.665  -0.53
O -0.259 -4.944 2.857  -0.36
H -1.648 -3.796 0.884  0.25
H -0.551 -4.232 -0.429  0.34
H -1.452 -5.481 0.438  0.34
H 0.766 -3.708 1.576  0.24
H 1.943 -5.592 0.590  0.31
H 0.622 -6.719 0.984  0.33

Output
Highest occupied orbital energy   -0.3298 Eh
SMILES   N[PH2](c1ccncc1)C(F)(F)C(F)F.C[C@@H]1COC(=O)O1.C[C@@H]1COC(=O)O1.C[C@@H]1COC(=O)O1.C[C@@H]1COC(=O)O1
Frontier orbital gap   9.06 eV


(2)
Density functional theory data (ωB97M-V/def2-TZVPD) for C6H14N4O10Zn as an isolated structure at a distorted geometry.

Each line ends with the natural charge from an NBO analysis.
Positions of all 35 atoms, in Å:
Zn -0.200 0.859 -1.569  1.75
C 1.165 -1.250 -2.340  0.89
O 0.715 -1.028 -1.190  -1.00
O 0.587 -1.950 -3.096  -0.66
O 1.076 -0.113 -2.849  -0.92
C -1.711 1.429 -3.572  0.88
O -1.379 1.134 -4.752  -0.53
O -1.089 2.206 -2.819  -0.80
O -1.708 0.343 -2.931  -0.62
C 1.832 2.571 0.129  0.81
O 1.022 2.004 -0.562  -0.74
N 2.770 3.390 -0.343  -0.84
N 1.834 2.489 1.449  -0.82
H 3.598 3.764 0.099  0.39
H 2.905 3.321 -1.342  0.41
H 1.234 1.768 1.824  0.43
H 2.504 3.038 1.969  0.38
C -2.443 0.234 0.615  0.79
O -1.622 0.921 0.010  -0.74
N -2.469 -0.005 1.892  -0.81
N -3.391 -0.453 -0.016  -0.82
H -3.226 -0.558 2.269  0.39
H -1.722 0.301 2.498  0.41
H -3.935 -1.126 0.505  0.37
H -3.538 -0.306 -1.004  0.44
C 0.417 -1.659 1.910  -0.10
C 0.931 -3.144 1.891  -0.09
O 0.783 -3.889 0.691  -0.75
O 1.479 -0.774 1.403  -0.79
H 0.091 -1.280 2.878  0.14
H -0.425 -1.483 1.241  0.19
H 0.205 -3.794 2.378  0.17
H 1.969 -3.190 2.221  0.17
H 0.517 -3.296 -0.017  0.50
H 1.223 -0.474 0.528  0.52

Output
Highest occupied orbital energy (alpha / beta)   -0.1000 / -0.0728 Eh
Charge   -1
Frontier orbital gap (alpha / beta)   4.95 / 4.19 eV
Energy above the lowest of the compared OMol25 structures with the same formula, charge and spin   0.0 kcal per mole
⟨S²⟩   0.76
Spin multiplicity   2


(3)
Density functional theory data (ωB97M-V/def2-TZVPD) for a 3-piece molecular cluster, C22H36N7O3S overall at a distorted geometry.

Each line ends with the natural charge from an NBO analysis.
Positions of all 69 atoms, in Å:
C -1.716 -1.080 5.160  -0.60
C -2.552 -0.376 4.084  -0.41
C -1.706 0.507 3.155  -0.39
C -1.182 -0.168 1.846  -0.29
C -1.351 -1.696 1.770  -0.61
C 0.254 0.169 1.598  0.52
N 0.793 0.910 0.606  -0.31
C -0.009 1.548 -0.457  -0.21
C 0.553 1.454 -1.857  -0.45
C -0.258 2.426 -2.769  -0.20
N -0.252 2.051 -4.169  -0.82
C 2.165 0.976 0.811  0.16
C 3.165 1.721 -0.019  -0.44
C 3.941 0.880 -1.068  -0.51
C 3.954 -0.620 -0.839  0.68
N 2.783 -1.395 -1.066  -0.86
O 4.959 -1.163 -0.503  -0.50
C 2.484 0.270 1.942  -0.09
S 4.015 -0.005 2.717  0.11
N 1.251 -0.214 2.399  -0.06
O 1.062 -0.937 3.527  -0.30
N 1.912 -2.212 3.472  0.44
O 2.245 -2.462 4.520  -0.10
H -2.304 -1.299 6.045  0.23
H -0.943 -0.385 5.485  0.20
H -1.201 -1.963 4.796  0.19
H -3.208 -1.053 3.546  0.22
H -3.204 0.306 4.629  0.21
H -0.867 0.914 3.715  0.21
H -2.301 1.373 2.869  0.21
H -1.766 0.234 1.028  0.23
H -0.931 -2.220 2.620  0.22
H -0.869 -2.077 0.871  0.22
H -2.404 -1.948 1.728  0.24
H -0.952 1.013 -0.471  0.22
H -0.262 2.565 -0.168  0.23
H 0.448 0.464 -2.298  0.22
H 1.587 1.764 -1.935  0.21
H 0.199 3.411 -2.676  0.19
H -1.274 2.477 -2.385  0.19
H 0.651 1.703 -4.461  0.36
H -0.964 1.353 -4.331  0.36
H 2.702 2.573 -0.505  0.24
H 3.890 2.130 0.676  0.25
H 3.591 1.059 -2.085  0.23
H 4.979 1.188 -1.051  0.26
H 2.311 -1.587 -0.191  0.38
H 2.134 -0.916 -1.680  0.36
H 4.352 1.278 2.932  0.16
N 3.411 0.261 -6.550  -0.50
C 3.268 -1.049 -6.913  -0.06
C 3.118 -1.791 -5.773  -0.30
C 3.170 -0.890 -4.676  -0.32
C 3.349 0.369 -5.190  -0.09
H 3.543 1.026 -7.187  0.42
H 3.286 -1.341 -7.949  0.22
H 2.988 -2.859 -5.729  0.23
H 3.088 -1.143 -3.631  0.21
H 3.442 1.327 -4.706  0.20
N -5.688 0.162 2.179  -0.51
C -6.581 -0.669 2.801  -0.07
C -7.052 -1.550 1.867  -0.30
C -6.417 -1.243 0.633  -0.29
C -5.580 -0.184 0.858  -0.10
H -5.190 0.911 2.622  0.41
H -6.803 -0.561 3.849  0.22
H -7.773 -2.330 2.046  0.23
H -6.561 -1.743 -0.311  0.23
H -4.923 0.353 0.195  0.20

Output
Highest occupied orbital energy   -0.3835 Eh
Charge   +1
Frontier orbital gap   6.30 eV
Energy above the lowest of the compared OMol25 structures with the same formula, charge and spin   0.0 kcal per mole


(4)
Density functional theory data (ωB97M-V/def2-TZVPD) for C20H25AlF5NO7P2S as an isolated structure.

Each line ends with the natural charge from an NBO analysis.
Positions of all 62 atoms, in Å:
Al -0.053 1.387 0.610  1.91
C -3.478 0.212 0.142  -0.65
C -3.357 1.021 1.439  -0.50
O -4.597 1.139 2.119  -0.72
P -2.794 2.701 1.083  2.44
O -2.935 3.577 2.373  -0.97
O -3.723 3.407 0.032  -0.96
O -1.404 2.647 0.511  -1.19
P -2.110 0.203 2.520  2.40
O -1.905 1.368 3.638  -1.04
O -2.662 -1.032 3.081  -1.08
O -0.830 0.173 1.686  -1.23
H -4.277 0.626 -0.472  0.23
H -3.724 -0.820 0.396  0.25
H -2.547 0.209 -0.429  0.25
H -4.744 0.309 2.597  0.50
H -2.588 3.105 3.156  0.55
H -4.607 3.623 0.360  0.53
H -1.517 1.045 4.462  0.53
F 5.239 -1.990 2.185  -0.28
C 4.400 -0.960 2.103  0.29
C 3.502 -0.713 3.127  0.25
F 3.480 -1.510 4.196  -0.29
C 2.626 0.351 3.025  0.38
F 1.758 0.541 4.023  -0.30
C 2.608 1.189 1.915  -0.33
S 1.458 2.527 1.800  -0.32
C 3.528 0.919 0.906  0.39
F 3.568 1.675 -0.192  -0.30
C 4.415 -0.139 0.990  0.25
F 5.276 -0.382 0.002  -0.28
C 1.953 -3.483 1.082  -0.63
C 1.151 -2.832 -0.013  0.01
C 0.493 -3.588 -0.971  -0.25
C -0.249 -2.970 -1.972  0.01
C -0.936 -3.795 -3.029  -0.63
C -0.345 -1.587 -1.997  -0.24
C 0.316 -0.789 -1.053  0.17
C 1.070 -1.446 -0.080  -0.22
N 0.203 0.623 -1.008  -1.01
C 0.261 1.417 -2.261  0.14
C 0.843 2.788 -1.905  -0.61
C -1.137 1.646 -2.858  -0.62
C 1.195 0.779 -3.296  -0.62
H 1.961 -4.567 0.978  0.22
H 1.540 -3.240 2.063  0.22
H 2.988 -3.137 1.066  0.21
H 0.555 -4.670 -0.940  0.20
H -1.180 -4.789 -2.655  0.22
H -0.291 -3.918 -3.901  0.22
H -1.858 -3.320 -3.365  0.21
H -0.956 -1.129 -2.759  0.19
H 1.612 -0.854 0.650  0.19
H 0.269 3.274 -1.111  0.21
H 0.805 3.449 -2.772  0.22
H 1.879 2.696 -1.580  0.23
H -1.747 2.237 -2.170  0.21
H -1.657 0.712 -3.056  0.20
H -1.064 2.196 -3.799  0.21
H 2.077 0.366 -2.803  0.22
H 1.524 1.539 -4.006  0.21
H 0.716 -0.019 -3.860  0.21

Output
Highest occupied orbital energy   -0.2851 Eh
Frontier orbital gap   7.78 eV
Energy above the lowest of the compared OMol25 structures with the same formula, charge and spin   0.0 kcal per mole


Please write out number 3 again, unchanged.
Density functional theory data (ωB97M-V/def2-TZVPD) for a 3-piece molecular cluster, C22H36N7O3S overall at a distorted geometry.

Each line ends with the natural charge from an NBO analysis.
Positions of all 69 atoms, in Å:
C -1.716 -1.080 5.160  -0.60
C -2.552 -0.376 4.084  -0.41
C -1.706 0.507 3.155  -0.39
C -1.182 -0.168 1.846  -0.29
C -1.351 -1.696 1.770  -0.61
C 0.254 0.169 1.598  0.52
N 0.793 0.910 0.606  -0.31
C -0.009 1.548 -0.457  -0.21
C 0.553 1.454 -1.857  -0.45
C -0.258 2.426 -2.769  -0.20
N -0.252 2.051 -4.169  -0.82
C 2.165 0.976 0.811  0.16
C 3.165 1.721 -0.019  -0.44
C 3.941 0.880 -1.068  -0.51
C 3.954 -0.620 -0.839  0.68
N 2.783 -1.395 -1.066  -0.86
O 4.959 -1.163 -0.503  -0.50
C 2.484 0.270 1.942  -0.09
S 4.015 -0.005 2.717  0.11
N 1.251 -0.214 2.399  -0.06
O 1.062 -0.937 3.527  -0.30
N 1.912 -2.212 3.472  0.44
O 2.245 -2.462 4.520  -0.10
H -2.304 -1.299 6.045  0.23
H -0.943 -0.385 5.485  0.20
H -1.201 -1.963 4.796  0.19
H -3.208 -1.053 3.546  0.22
H -3.204 0.306 4.629  0.21
H -0.867 0.914 3.715  0.21
H -2.301 1.373 2.869  0.21
H -1.766 0.234 1.028  0.23
H -0.931 -2.220 2.620  0.22
H -0.869 -2.077 0.871  0.22
H -2.404 -1.948 1.728  0.24
H -0.952 1.013 -0.471  0.22
H -0.262 2.565 -0.168  0.23
H 0.448 0.464 -2.298  0.22
H 1.587 1.764 -1.935  0.21
H 0.199 3.411 -2.676  0.19
H -1.274 2.477 -2.385  0.19
H 0.651 1.703 -4.461  0.36
H -0.964 1.353 -4.331  0.36
H 2.702 2.573 -0.505  0.24
H 3.890 2.130 0.676  0.25
H 3.591 1.059 -2.085  0.23
H 4.979 1.188 -1.051  0.26
H 2.311 -1.587 -0.191  0.38
H 2.134 -0.916 -1.680  0.36
H 4.352 1.278 2.932  0.16
N 3.411 0.261 -6.550  -0.50
C 3.268 -1.049 -6.913  -0.06
C 3.118 -1.791 -5.773  -0.30
C 3.170 -0.890 -4.676  -0.32
C 3.349 0.369 -5.190  -0.09
H 3.543 1.026 -7.187  0.42
H 3.286 -1.341 -7.949  0.22
H 2.988 -2.859 -5.729  0.23
H 3.088 -1.143 -3.631  0.21
H 3.442 1.327 -4.706  0.20
N -5.688 0.162 2.179  -0.51
C -6.581 -0.669 2.801  -0.07
C -7.052 -1.550 1.867  -0.30
C -6.417 -1.243 0.633  -0.29
C -5.580 -0.184 0.858  -0.10
H -5.190 0.911 2.622  0.41
H -6.803 -0.561 3.849  0.22
H -7.773 -2.330 2.046  0.23
H -6.561 -1.743 -0.311  0.23
H -4.923 0.353 0.195  0.20

Output
Highest occupied orbital energy   -0.3835 Eh
Charge   +1
Frontier orbital gap   6.30 eV
Energy above the lowest of the compared OMol25 structures with the same formula, charge and spin   0.0 kcal per mole